ORCA calculation (wB97M-V/def2-TZVPD) on 13 unconnected molecules or ions with the total composition C21H68O17.

The calculation puts the HOMO energy at -0.34185 hartree. The value obtained for the energy above the lowest of the compared OMol25 structures with the same formula, charge and spin is 4.854 eV. The spin multiplicity is 1. Its HOMO-LUMO gap is 9.392 eV. The total energy comes out at -57677.4001 eV. The value obtained for the max |F| is 0.03869 hartree/bohr.

Last columns: bonded neighbours and bond lengths (Å).
Element x y z (Å)
1 C -2.74 -0.36 -10.28  O2 1.450, H7 1.090, H8 1.090, H9 1.090
2 O -2.44 -0.66 -8.90  C1 1.450, C3 1.454
3 C -3.55 -0.54 -7.97  O2 1.454, C4 1.534, H10 1.090, H11 1.090
4 C -3.05 -1.11 -6.64  C3 1.534, O5 1.449, H12 1.090, H13 1.090
5 O -3.08 -2.56 -6.63  C4 1.449, C6 1.409
6 C -2.15 -3.12 -5.73  O5 1.409, H14 1.090, H15 1.090, H16 1.090
7 H -3.23 -1.08 -10.93  C1 1.090
8 H -1.76 -0.38 -10.75  C1 1.090
9 H -3.13 0.65 -10.46  C1 1.090
10 H -4.40 -1.12 -8.34  C3 1.090
11 H -3.78 0.53 -7.97  C3 1.090
12 H -3.64 -0.66 -5.84  C4 1.090
13 H -2.02 -0.78 -6.52  C4 1.090
14 H -2.16 -4.20 -5.89  C6 1.090
15 H -2.43 -2.86 -4.71  C6 1.090
16 H -1.14 -2.74 -5.87  C6 1.090
17 C 6.65 -8.56 3.77  O18 1.480, H23 1.090, H24 1.090, H25 1.090
18 O 5.76 -8.37 4.94  C17 1.480, C19 1.431
19 C 4.37 -8.18 4.69  O18 1.431, C20 1.529, H26 1.090, H27 1.090
20 C 4.05 -6.79 4.14  C19 1.529, O21 1.409, H28 1.090, H29 1.090
21 O 4.29 -5.76 5.07  C20 1.409, C22 1.442
22 C 4.70 -4.54 4.43  O21 1.442, H30 1.090, H31 1.090, H32 1.090
23 H 6.69 -7.68 3.13  C17 1.090
24 H 6.29 -9.42 3.20  C17 1.090
25 H 7.65 -8.90 4.05  C17 1.090
26 H 3.69 -8.23 5.54  C19 1.090
27 H 3.95 -8.92 4.02  C19 1.090
28 H 2.97 -6.80 3.98  C20 1.090
29 H 4.41 -6.57 3.13  C20 1.090
30 H 5.60 -4.68 3.82  C22 1.090
31 H 4.89 -3.71 5.11  C22 1.090
32 H 3.90 -4.24 3.76  C22 1.090
33 C -2.25 3.53 5.26  O34 1.382, H39 1.090, H40 1.090, H41 1.090
34 O -3.08 3.11 4.23  C33 1.382, C35 1.421
35 C -4.44 3.37 4.54  O34 1.421, C36 1.502, H42 1.090, H43 1.090
36 C -4.95 4.70 4.07  C35 1.502, O37 1.427, H44 1.090, H45 1.090
37 O -4.32 5.84 4.66  C36 1.427, C38 1.405
38 C -4.72 7.10 4.17  O37 1.405, H46 1.090, H47 1.090, H48 1.090
39 H -1.23 3.17 5.11  C33 1.090
40 H -2.61 3.22 6.24  C33 1.090
41 H -2.13 4.62 5.23  C33 1.090
42 H -4.68 3.16 5.58  C35 1.090
43 H -4.92 2.64 3.88  C35 1.090
44 H -6.01 4.67 4.33  C36 1.090
45 H -4.87 4.78 2.99  C36 1.090
46 H -4.67 7.76 5.03  C38 1.090
47 H -5.77 7.11 3.87  C38 1.090
48 H -4.06 7.41 3.36  C38 1.090
49 C 5.08 4.40 1.46  O50 1.406, H55 1.090, H56 1.090, H57 1.090
50 O 6.21 4.01 0.71  C49 1.406, C51 1.454
51 C 6.50 5.04 -0.27  O50 1.454, C52 1.521, H58 1.090, H59 1.090
52 C 7.39 6.15 0.27  C51 1.521, O53 1.431, H60 1.090, H61 1.090
53 O 6.97 6.94 1.39  C52 1.431, C54 1.436
54 C 7.70 8.14 1.66  O53 1.436, H62 1.090, H63 1.090, H64 1.090
55 H 4.77 3.60 2.13  C49 1.090
56 H 4.21 4.36 0.81  C49 1.090
57 H 5.25 5.36 1.95  C49 1.090
58 H 5.54 5.36 -0.69  C51 1.090
59 H 7.05 4.63 -1.12  C51 1.090
60 H 7.59 6.79 -0.60  C52 1.090
61 H 8.39 5.75 0.42  C52 1.090
62 H 8.03 8.58 0.72  C54 1.090
63 H 8.46 7.86 2.39  C54 1.090
64 H 7.02 8.89 2.07  C54 1.090
65 O -3.81 -4.03 1.29  H66 0.957, H67 0.957
66 H -3.28 -3.29 1.60  O65 0.957
67 H -3.91 -4.59 2.05  O65 0.957
68 O 3.09 -1.13 -5.35  H69 0.957, H70 0.957
69 H 2.85 -1.15 -6.27  O68 0.957
70 H 2.76 -0.29 -5.03  O68 0.957
71 O 1.68 2.83 -4.95  H72 0.957, H73 0.957
72 H 1.39 3.22 -5.78  O71 0.957
73 H 1.00 3.07 -4.32  O71 0.957
74 O -5.45 2.80 -2.60  H75 0.957, H76 0.957
75 H -5.68 1.99 -2.14  O74 0.957
76 H -6.21 3.37 -2.50  O74 0.957
77 C -0.53 0.05 0.07  O78 1.447, H79 1.090, H80 1.090, H81 1.090
78 O -0.61 -0.50 1.41  C77 1.447, H82 0.960
79 H 0.00 -0.68 -0.54  C77 1.090
80 H -1.54 0.10 -0.32  C77 1.090
81 H -0.07 1.04 0.10  C77 1.090
82 H -1.06 0.16 1.94  O78 0.960
83 C -2.72 -5.10 6.30  O84 1.429, H85 1.090, H86 1.090, H87 1.090
84 O -3.53 -5.65 5.26  C83 1.429, H88 0.960
85 H -2.24 -4.26 5.80  C83 1.090
86 H -3.30 -4.76 7.16  C83 1.090
87 H -1.93 -5.79 6.59  C83 1.090
88 H -4.11 -6.26 5.73  O84 0.960
89 C 2.50 -6.06 -2.34  O90 1.448, H91 1.090, H92 1.090, H93 1.090
90 O 3.55 -5.07 -2.47  C89 1.448, H94 0.960
91 H 1.67 -5.71 -1.74  C89 1.090
92 H 2.15 -6.19 -3.37  C89 1.090
93 H 2.92 -6.98 -1.93  C89 1.090
94 H 3.28 -4.39 -3.09  O90 0.960
95 C -1.50 5.88 -1.12  O96 1.410, H97 1.090, H98 1.090, H99 1.090
96 O -1.42 4.92 -2.15  C95 1.410, H100 0.960
97 H -0.51 6.34 -1.08  C95 1.090
98 H -2.29 6.61 -1.33  C95 1.090
99 H -1.72 5.32 -0.21  C95 1.090
100 H -2.30 4.57 -2.33  O96 0.960
101 C -7.94 -1.63 -2.11  O102 1.441, H103 1.090, H104 1.090, H105 1.090
102 O -6.82 -1.25 -1.29  C101 1.441, H106 0.960
103 H -8.39 -2.52 -1.67  C101 1.090
104 H -8.67 -0.83 -2.16  C101 1.090
105 H -7.66 -1.85 -3.14  C101 1.090
106 H -6.28 -2.03 -1.13  O102 0.960